{"formula": "C6H6O4PbS", "method": "ωB97M-V/def2-TZVPD", "e_tot_ha": -1123.4962, "homo_lumo_gap_ev": 5.62, "total_charge": 2, "elements": ["O", "C", "H", "O", "C", "Pb", "C", "H", "O", "C", "C", "C", "O", "H", "H", "H", "S", "H"], "xyz": [[0.750, -0.392, -3.838], [-2.243, 0.017, 0.177], [-2.726, -0.092, -0.813], [2.803, -4.581, -1.163], [0.914, -0.859, -2.811], [0.197, -2.127, -0.484], [1.587, -1.473, 1.868], [-2.971, 0.457, 0.880], [1.705, -1.256, 2.993], [2.997, 1.002, -0.444], [-1.497, 2.531, 0.993], [2.336, -3.547, -0.969], [3.802, 1.813, -0.461], [-2.317, 2.960, 0.393], [-0.667, 3.249, 1.122], [-1.854, 2.155, 1.966], [-0.837, 1.129, 0.032], [-1.979, -0.988, 0.559]], "mulliken_charge": [-0.023, -0.853, 0.392, -0.039, 0.159, 1.306, 0.166, 0.323, -0.037, 0.132, -0.956, 0.216, -0.115, 0.367, 0.339, 0.326, 0.084, 0.211]}

---

{"formula": "C3H8O3S", "method": "ωB97M-V/def2-TZVPD", "smiles": "O=C(O)CCS.O", "e_tot_ha": -743.0089, "homo_lumo_gap_ev": 9.79, "relative_energy_kj_mol": 62.6, "elements": ["H", "H", "O", "H", "H", "C", "C", "O", "H", "C", "O", "H", "H", "H", "S"], "xyz": [[-1.762, -0.988, 1.417], [-0.315, 0.586, -3.213], [1.293, -3.392, 1.826], [-0.460, 1.999, 0.924], [2.258, -3.420, 2.017], [0.640, 1.455, -1.663], [-0.536, 0.780, -0.878], [1.512, 2.147, -1.189], [-1.499, 1.177, -1.253], [-0.455, 0.920, 0.678], [0.459, 1.168, -2.979], [-0.526, -0.311, -1.068], [0.901, -2.924, 2.597], [0.403, 0.459, 1.204], [-1.914, 0.344, 1.581]], "mulliken_charge": [0.101, 0.365, -0.648, 0.301, 0.325, 0.734, -0.547, -0.534, 0.336, -0.758, -0.498, 0.351, 0.323, 0.356, -0.207]}

---

{"formula": "C6H9NO", "method": "ωB97M-V/def2-TZVPD", "smiles": "C#CC(C)=O.[H]/N=C\\C", "e_tot_ha": -363.8838, "homo_lumo_gap_ev": 10.44, "relative_energy_kj_mol": 368.8, "elements": ["C", "H", "H", "C", "O", "C", "H", "C", "C", "H", "H", "H", "N", "H", "H", "C", "H"], "xyz": [[-1.422, 0.445, 0.566], [2.170, -0.729, 1.331], [3.411, -0.123, 0.195], [1.445, 0.324, -0.393], [-1.531, 0.652, 1.750], [-0.810, -2.220, -0.232], [-1.442, 1.578, -1.215], [-1.244, -1.127, 0.054], [2.436, -0.577, 0.271], [1.277, 0.173, -1.451], [0.803, 1.261, 1.191], [-0.515, -3.205, -0.473], [0.684, 1.162, 0.182], [-2.657, 2.092, -0.046], [2.465, -1.530, -0.248], [-2.168, 1.219, -0.485], [-2.902, 0.605, -0.999]], "mulliken_charge": [0.967, 0.295, 0.364, 0.082, -0.541, -0.066, 0.341, -0.578, -1.014, 0.418, 0.208, 0.417, -0.653, 0.314, 0.280, -1.177, 0.342]}